Entry P
Here is a cluster of 15 separate species, H30O15 in total from the Open Molecules 2025 dataset. Energies are from ωB97M-V/def2-TZVPD.

Results
E_HOMO   -0.3872 Eh
Orbital gap   10.00 eV

Structure (ORCA input):
```
! RIJCOSX wB97M-V def2-TZVPD def2/J DEFGRID3
* xyz 0 1
O -0.21020 2.21196 1.41058
H 0.54880 2.66796 1.03158
H -0.60420 2.83096 2.01358
O -2.33020 2.55696 -0.55142
H -2.95420 2.06196 -0.02242
H -1.53220 2.46196 -0.01642
O -3.11020 0.01396 -1.55542
H -4.00720 -0.21204 -1.27342
H -2.59020 -0.46104 -0.91442
O 2.33580 0.00296 0.78358
H 2.62280 0.69196 1.33358
H 2.71380 0.23196 -0.04542
O 0.36680 0.34396 3.51258
H -0.43020 0.25696 4.02358
H 0.24880 1.12796 2.97258
O 2.21980 -2.08004 -1.81142
H 2.67080 -2.51304 -1.08642
H 1.26680 -2.09904 -1.54742
O 1.63880 3.10696 -0.48542
H 1.30280 2.32796 -0.87142
H 1.03980 3.85796 -0.68942
O 2.48880 0.61996 -2.05842
H 3.27380 1.09796 -1.80642
H 2.50280 -0.28904 -1.63242
O -0.13420 -3.76604 0.66258
H 0.15080 -2.91404 0.98758
H -0.56220 -4.16804 1.37358
O -0.08120 -0.69104 0.07258
H 0.01580 0.02496 -0.53642
H 0.62080 -0.43904 0.71658
O -2.84020 -2.87704 0.22258
H -1.90220 -2.67504 0.27958
H -3.22120 -2.48604 1.00858
O 0.69680 -0.53404 -4.06142
H -0.21820 -0.29304 -4.08042
H 1.04780 0.03496 -3.35042
O 1.14080 -2.05604 2.63658
H 1.91880 -2.45704 2.25658
H 1.32580 -1.08504 2.71858
O -2.14920 0.07196 1.40258
H -1.87620 1.03296 1.37758
H -1.34020 -0.24004 0.99858
O -0.48020 1.22396 -1.76942
H -1.25220 1.54996 -1.25542
H -0.33220 1.92496 -2.37442
*
```

---

Entry Q
Here is a cluster of 15 separate species, H30O15 in total from the Open Molecules 2025 dataset. Energies are from ωB97M-V/def2-TZVPD.

Results
E_HOMO   -0.3745 Eh
Orbital gap   9.97 eV

Structure (ORCA input):
```
! RIJCOSX wB97M-V def2-TZVPD def2/J DEFGRID3
* xyz 0 1
O -3.31383 -1.13434 -0.40399
H -3.72858 -0.32236 -0.13810
H -2.40687 -0.78985 -0.52401
O -1.41715 3.39576 2.32202
H -1.16958 4.18731 2.81396
H -0.85183 2.74318 2.74928
O 0.54218 -1.14294 1.85963
H 0.24477 -0.34999 2.31998
H 1.45333 -1.24857 2.15582
O 0.20419 -4.63723 -0.69465
H 0.11092 -3.77467 -1.11930
H -0.63702 -5.06417 -0.88573
O -0.60081 -0.71343 -0.38484
H -0.19942 -1.22866 0.35045
H -0.10234 -0.95648 -1.16077
O -1.42374 -2.36861 -2.66304
H -1.27278 -3.05127 -3.32577
H -2.30287 -2.04035 -2.88912
O 3.42322 2.02382 2.94082
H 2.72101 1.62174 2.41469
H 3.90984 1.22116 3.16923
O -1.41296 0.15878 3.63162
H -1.38810 -0.24319 4.49549
H -1.96787 -0.41739 3.06568
O -0.39935 2.74148 -2.38168
H -0.49956 1.82426 -2.05398
H 0.54818 2.88049 -2.36540
O 0.48757 1.45746 -0.61221
H 0.15842 2.30700 -0.28402
H 1.11143 1.20556 0.07906
O 3.37744 -0.64039 0.32080
H 4.21219 -1.09053 0.14789
H 3.48415 0.08827 -0.32379
O -2.21841 -1.76802 1.89180
H -3.03931 -2.19735 1.65130
H -1.53043 -1.96352 1.25962
O -2.56170 3.10697 -0.37878
H -2.58539 4.01372 -0.08919
H -2.22568 2.58568 0.34572
O 3.55475 0.52332 -2.14883
H 4.08992 -0.17996 -2.55209
H 3.95559 1.21903 -2.69438
O 0.49743 -0.95289 -3.56700
H 1.16523 -0.26230 -3.57218
H 0.00388 -0.76655 -2.77202
*
```

---

Entry R
Here is a cluster of 15 separate species, H30O15 in total from the Open Molecules 2025 dataset. Energies are from ωB97M-V/def2-TZVPD.

Results
E_HOMO   -0.3612 Eh
Orbital gap   8.86 eV

Structure (ORCA input):
```
! RIJCOSX wB97M-V def2-TZVPD def2/J DEFGRID3
* xyz 0 1
O 4.14533 0.91176 0.84527
H 4.56833 1.73276 0.95927
H 3.21133 1.12376 0.59027
O -0.16767 -3.14324 -2.08773
H -0.71267 -2.45824 -1.67373
H -0.71067 -3.90324 -2.00773
O -0.84467 3.29476 0.53927
H -1.44167 3.20076 -0.16973
H -1.12367 2.53576 0.98827
O -1.25067 -1.12824 2.74227
H -2.23967 -1.08224 2.63227
H -0.95567 -1.83024 2.18127
O -2.13767 0.25876 -2.47973
H -1.70167 0.08176 -3.33673
H -3.05667 0.56176 -2.66473
O -0.38667 2.41076 -2.28473
H -0.96667 1.62576 -2.16973
H -0.48367 2.56976 -3.21773
O 1.06433 -0.15224 -2.31673
H 1.02433 0.76676 -2.55673
H 0.61533 -0.51824 -3.07773
O -0.62567 1.48476 3.09027
H -1.55367 1.63676 3.01227
H -0.46167 0.60476 2.81427
O 2.03033 -0.23224 2.38027
H 1.32233 -0.54624 1.82327
H 2.87533 -0.02424 1.97627
O 2.40433 -1.66024 -0.55373
H 1.95733 -1.23524 -1.27873
H 2.48533 -2.57624 -0.81973
O 0.13033 0.02676 0.41027
H -0.30367 -0.57424 -0.29173
H 0.89933 0.44176 0.00227
O 0.13733 -3.04124 1.59227
H 0.87133 -2.49524 1.28527
H 0.54933 -3.23724 2.45527
O 1.92933 2.11776 -0.00473
H 1.62233 2.60676 0.71727
H 1.32233 2.46676 -0.66173
O -2.54367 1.01576 0.69927
H -1.68167 0.66076 0.56727
H -2.96767 0.46476 1.35127
O -1.90167 -1.69124 -0.58173
H -2.67467 -1.98624 -0.15973
H -2.27167 -1.08624 -1.25973
*
```

---

Least stable of them? entry Q.

---

Entry P
Here is a cluster of 15 separate species, H30O15 in total from the Open Molecules 2025 dataset. Energies are from ωB97M-V/def2-TZVPD.

Results
E_HOMO   -0.3931 Eh
Orbital gap   10.03 eV

Structure (ORCA input):
```
! RIJCOSX wB97M-V def2-TZVPD def2/J DEFGRID3
* xyz 0 1
H 0.25639 1.02144 -0.03705
H -0.48477 -0.28006 -0.29556
H 4.83790 1.59340 0.72911
H 3.35027 1.38338 0.49913
H -1.10795 -0.52804 -1.99935
H -1.16554 -2.00120 -2.36884
H -1.63324 -0.32027 -4.39336
H -0.17312 -0.72274 -4.26653
H -2.44835 -3.86537 -0.35993
H -3.66771 -3.23774 -1.01512
H -2.62845 0.53290 0.76596
H -4.01742 0.16160 0.27308
H 1.52214 4.09328 2.81775
H 0.73145 2.79861 2.91103
H 0.09103 2.02542 1.58696
H -0.73735 1.92239 2.85709
H 1.58862 1.61221 -4.97077
H 0.69353 2.43606 -4.05965
H -1.64664 -1.47483 4.11803
H -0.61308 -2.57893 4.26891
H 0.97606 -0.63431 -2.03322
H 2.48021 -0.52378 -2.22124
H 1.14511 -1.26267 -0.37806
H 0.54985 -2.47404 0.32071
H 0.24617 -1.01251 3.98512
H 1.38034 -0.31098 3.25605
H 2.28275 -2.93822 2.15430
H 1.55902 -1.72657 1.59023
H -1.30788 3.11661 -0.58709
H -1.07748 3.84052 -1.90350
O -0.02833 0.20975 0.39779
O 4.02290 2.07243 0.54127
O -1.71806 -1.21544 -2.28958
O -0.93090 -0.78862 -4.85849
O -3.06118 -3.98258 -1.09457
O -3.52902 0.87103 0.70570
O 1.48752 3.19688 2.46523
O -0.23878 1.38713 2.22946
O 1.06631 2.42195 -4.94837
O -1.41588 -2.22928 4.67170
O 1.71595 -1.04228 -2.49702
O 0.39849 -1.87104 -0.41582
O 0.42017 -0.31804 3.33981
O 1.45199 -2.67194 1.74453
O -0.62305 3.31451 -1.23581
*
```

---

Entry Q
Here is a cluster of 15 separate species, H30O15 in total from the Open Molecules 2025 dataset. Energies are from ωB97M-V/def2-TZVPD.

Results
E_HOMO   -0.3317 Eh
Orbital gap   8.56 eV

Structure (ORCA input):
```
! RIJCOSX wB97M-V def2-TZVPD def2/J DEFGRID3
* xyz 0 1
O 2.74084 1.46116 -0.02600
H 2.18784 1.94316 0.56000
H 2.38584 1.52516 -0.88400
O -0.38116 3.36416 -2.31800
H -0.22716 3.10316 -1.40200
H 0.33984 3.04116 -2.79200
O -0.43216 1.36916 3.16500
H -0.32916 0.66816 3.83900
H 0.39484 1.46116 2.71100
O 1.79484 -0.49484 2.08400
H 1.39684 -0.49684 1.27100
H 2.71984 -0.73184 2.00700
O 1.25684 0.77716 -2.19500
H 1.33684 -0.07284 -2.57400
H 1.50684 1.33716 -2.95600
O -3.80416 0.09616 0.08700
H -4.46516 0.66116 0.53100
H -3.34816 0.67516 -0.52800
O -1.89116 -2.20084 -0.72400
H -1.59516 -1.48584 -0.17800
H -1.22316 -2.86584 -0.41100
O -2.67416 -0.50584 2.55600
H -1.81416 -0.86184 2.50200
H -2.93116 -0.39784 1.62400
O 1.53084 -2.94884 0.65900
H 2.15484 -2.27584 0.23200
H 1.06084 -3.40784 0.00700
O -0.39816 -0.17784 0.28800
H -0.02316 -0.44184 -0.51700
H -0.48616 0.77916 0.18900
O -2.26116 1.41416 -1.89400
H -2.22016 1.15316 -2.81500
H -1.61616 2.11316 -1.90400
O -0.02116 2.69216 0.23600
H -0.88716 3.07216 0.53900
H 0.53284 3.46416 0.38300
O 0.21584 -1.84084 -2.51700
H 0.91984 -2.48484 -2.60300
H -0.48516 -2.43084 -2.79400
O 3.24284 -1.23584 -0.81100
H 4.17084 -1.28584 -0.61100
H 2.91884 -0.41584 -0.53100
O -0.68716 -2.45584 2.56100
H -0.73816 -2.69084 3.47600
H 0.13084 -1.96384 2.47800
*
```

---

Entry R
Here is a cluster of 15 separate species, H30O15 in total from the Open Molecules 2025 dataset. Energies are from ωB97M-V/def2-TZVPD.

Results
E_HOMO   -0.3539 Eh
Orbital gap   9.58 eV

Structure (ORCA input):
```
! RIJCOSX wB97M-V def2-TZVPD def2/J DEFGRID3
* xyz 0 1
H -0.70514 0.32692 0.29999
H 0.73795 0.12536 0.74070
H 3.75943 3.82015 -2.84758
H 2.76125 2.80998 -2.19028
H -4.86015 -0.87021 1.24480
H -5.72037 -1.94251 0.73992
H -4.04295 2.86188 -2.39160
H -3.12398 3.48121 -1.37163
H 1.58687 0.63613 5.29503
H 1.12256 -0.67680 4.55885
H -1.32020 5.12772 -0.34601
H -1.77927 4.98939 0.94173
H -2.04958 -1.56263 2.60073
H -0.88360 -0.74099 2.34672
H 4.21212 0.79770 -1.41509
H 5.57469 0.24534 -1.09499
H -1.78083 2.28979 0.19975
H -2.10774 1.11209 -0.51785
H 0.24635 -3.40953 -2.01037
H -0.04783 -3.27847 -3.46003
H 0.49795 0.14187 -2.03831
H -1.03629 0.37189 -1.69806
H -3.37531 -2.57565 0.43267
H -2.72921 -3.39985 -0.57730
H 2.23666 -1.71126 -0.70521
H 2.62997 -1.35392 0.72684
H 2.92679 -3.75844 -0.58243
H 2.09376 -4.16404 -1.79929
H 4.12779 0.89502 2.40415
H 3.03902 0.56954 1.49656
O 0.00275 0.73512 0.80978
O 3.15941 3.70734 -2.17276
O -5.45890 -0.99584 0.50843
O -3.49896 2.60988 -1.63790
O 1.58791 -0.31435 5.36285
O -1.42545 4.41789 0.22184
O -1.52049 -1.32825 1.89174
O 4.71334 0.01138 -1.09217
O -2.49623 1.72471 0.12322
O 0.30869 -3.90376 -2.78938
O -0.14493 0.50933 -1.39246
O -3.62479 -2.98070 -0.37418
O 2.02821 -1.17018 0.08939
O 2.10415 -3.64023 -1.04599
O 4.01647 0.47296 1.62480
*
```

---

Entry S
Here is a cluster of 15 separate species, H30O15 in total from the Open Molecules 2025 dataset. Energies are from ωB97M-V/def2-TZVPD.

Results
E_HOMO   -0.3762 Eh
Orbital gap   10.08 eV

Structure (ORCA input):
```
! RIJCOSX wB97M-V def2-TZVPD def2/J DEFGRID3
* xyz 0 1
O -1.59092 3.03228 1.92118
H -1.85783 2.85980 2.70957
H -0.75247 3.28632 1.94293
O 2.72669 0.58194 3.50615
H 2.03010 0.73600 4.12143
H 2.38754 0.16367 2.78601
O -3.66540 -0.36430 -3.52129
H -2.67261 -0.62081 -3.53384
H -3.64850 0.60687 -3.51741
O 2.35047 -1.71656 0.65503
H 2.91146 -1.54425 -0.15655
H 1.82428 -2.49618 0.13795
O 3.39006 -0.72528 -1.91881
H 2.90046 -1.04469 -2.58616
H 3.24898 0.19000 -1.97036
O -0.79310 -2.75796 -1.61735
H -0.76466 -3.65042 -1.42839
H -0.81124 -2.49184 -2.57360
O 3.42310 1.33140 0.45205
H 3.62646 0.55848 0.14513
H 4.13587 1.81867 0.83859
O 1.11854 2.47682 -0.66180
H 1.41352 1.65036 -0.21855
H 0.13131 2.23119 -0.75186
O -1.39648 -3.06657 1.17169
H -0.31797 -3.31592 1.35088
H -1.23232 -2.07974 0.87957
O -4.00565 -1.01374 0.50299
H -3.09695 -1.13552 0.46994
H -4.51284 -1.80846 0.27293
O 2.78471 2.21068 -2.82459
H 1.89560 2.06299 -2.55674
H 3.09335 3.09382 -2.63085
O -4.48679 1.38124 -1.17966
H -4.17647 1.20726 -0.13866
H -4.96123 0.54681 -1.25016
O -1.80162 1.60323 -0.92997
H -2.24866 2.40552 -0.56084
H -1.47635 1.14615 -0.20347
O 0.88155 0.39002 1.27983
H 1.37261 1.14411 1.25026
H 1.68101 -0.35171 1.36620
O 0.39619 -3.20096 2.75662
H 0.42827 -3.05528 3.67652
H 0.11791 -2.27542 2.53746
*
```

---

Least stable of them? entry S.